Molecular formula: C30H46AsNO6Se2Si2Ta
Method: DFT, ωB97M-V/def2-TZVPD

Values from the calculation:
HOMO-LUMO gap: 5.69 eV
energy relative to the best compared isomer or geometry (same formula, charge and spin): 2.515 eV
LUMO level: -4.71 eV
DFT total energy: -254463.483 eV
highest occupied orbital energy: -10.39 eV
M: 986.66 g mol⁻¹

```
! RIJCOSX wB97M-V def2-TZVPD def2/J DEFGRID3
* xyz 1 1
Ta 0.783 0.247 -0.015
O 1.210 -0.563 1.903
C 2.270 0.076 1.630
O 2.102 1.251 1.071
C 3.641 -0.583 1.654
C 4.816 0.419 1.652
C 6.132 -0.368 1.755
C 6.309 -0.868 0.296
C 5.018 -0.364 -0.349
O 4.811 0.896 0.301
C 3.842 -1.225 0.165
C 2.530 -0.983 -0.563
O 1.480 -1.671 -0.324
O 2.341 0.100 -1.257
H 3.651 -1.313 2.457
H 4.705 1.242 2.348
H 6.942 0.292 2.052
H 6.063 -1.176 2.483
H 7.161 -0.390 -0.178
H 6.427 -1.947 0.212
H 5.034 -0.233 -1.424
H 4.045 -2.292 0.178
C -0.292 3.155 3.139
Se -0.757 1.536 2.164
C -2.644 1.939 1.978
C -3.027 2.879 0.846
Se -3.925 1.917 -0.598
C -3.787 3.384 -1.868
H -0.651 3.017 4.153
H -0.749 4.024 2.680
H 0.791 3.261 3.144
H -2.911 2.348 2.949
H -3.116 0.963 1.885
H -2.164 3.345 0.393
H -3.708 3.653 1.197
H -4.232 4.280 -1.438
H -4.338 3.104 -2.764
H -2.743 3.543 -2.105
C -2.007 -3.183 -2.208
C -1.672 -1.739 -2.424
C -2.724 -0.873 -3.065
O -0.592 -1.298 -2.096
H -2.519 -3.603 -3.078
H -2.701 -3.246 -1.360
H -1.115 -3.757 -1.974
H -3.711 -1.083 -2.641
H -2.767 -1.114 -4.134
H -2.483 0.178 -2.941
C 0.092 5.005 0.267
Si 0.605 4.032 -1.213
C -0.033 5.002 -2.660
C 2.439 3.878 -1.075
As -0.357 1.839 -1.347
Si 0.406 1.594 -3.627
C -1.079 2.088 -4.640
C 1.842 2.641 -4.151
C 0.995 -0.088 -4.140
H 0.497 6.016 0.132
H 0.519 4.599 1.185
H -0.990 5.089 0.384
H -0.774 5.718 -2.289
H -0.520 4.369 -3.400
H 0.766 5.565 -3.151
H 2.866 4.854 -0.812
H 2.912 3.527 -1.989
H 2.691 3.171 -0.281
H -0.828 2.929 -5.292
H -1.913 2.386 -3.999
H -1.411 1.256 -5.268
H 1.762 3.701 -3.932
H 1.908 2.514 -5.239
H 2.772 2.265 -3.715
H 0.450 -0.914 -3.695
H 2.053 -0.202 -3.881
H 0.902 -0.154 -5.232
N -7.817 -4.288 2.967
C -6.863 -3.760 2.599
C -5.658 -3.105 2.131
C -5.746 -2.027 1.256
C -4.592 -1.419 0.792
C -3.337 -1.875 1.203
C -3.257 -2.954 2.088
C -4.411 -3.566 2.548
C -2.135 -1.211 0.764
C -1.132 -0.628 0.411
H -6.719 -1.667 0.945
H -4.659 -0.581 0.109
H -2.286 -3.306 2.412
H -4.352 -4.398 3.239
*
```

These are the Löwdin partial charges, in e, on atoms 1 to 4: 1.378, -0.074, -0.549, -0.138

=====

Molecular formula: C17H27N2O2P2S2Sc
Method: DFT, ωB97M-V/def2-TZVPD

Values from the calculation:
<S²>: 0.757
HOMO-LUMO gap (spin up / spin down): 6.67 / 8.62 eV
energy relative to the best compared isomer or geometry (same formula, charge and spin): 0.210 eV
LUMO level (spin up / spin down): -2.37 / -2.85 eV
DFT total energy: -86089.074 eV
highest occupied orbital energy (spin up / spin down): -9.03 / -11.47 eV
M: 462.45 g mol⁻¹

```
! RIJCOSX wB97M-V def2-TZVPD def2/J DEFGRID3
* xyz 1 2
Sc -0.405 0.515 -0.825
C 4.363 -1.631 2.999
C 2.945 -1.132 2.880
O 2.468 -1.338 1.514
P 2.261 -0.136 0.530
S 1.775 -0.851 -1.260
S 0.879 1.163 1.251
O 3.683 0.561 0.547
C 3.946 1.790 -0.168
C 4.478 2.819 0.798
H 4.697 -1.526 4.032
H 5.029 -1.056 2.358
H 4.425 -2.682 2.722
H 2.861 -0.074 3.134
H 2.258 -1.693 3.510
H 3.025 2.134 -0.645
H 4.667 1.544 -0.946
H 3.732 3.055 1.557
H 4.732 3.734 0.261
H 5.377 2.451 1.290
C -4.268 -0.830 -2.691
P -2.657 -0.585 -1.871
C -2.219 -2.146 -1.042
C -2.487 -3.359 -1.678
C -1.961 -4.543 -1.186
C -1.138 -4.535 -0.068
C -0.858 -3.338 0.570
C -1.402 -2.156 0.092
C -2.846 0.591 -0.508
C -3.290 0.270 0.798
C -3.308 1.224 1.787
C -2.905 2.544 1.521
C -2.514 2.897 0.250
C -2.475 1.937 -0.773
H -4.157 -1.467 -3.567
H -4.623 0.145 -3.020
H -4.988 -1.270 -2.001
H -3.107 -3.383 -2.565
H -2.189 -5.476 -1.684
H -0.722 -5.460 0.307
H -0.222 -3.319 1.445
H -1.223 -1.251 0.673
H -3.612 -0.740 1.020
H -3.649 0.958 2.779
H -2.929 3.284 2.309
H -2.243 3.919 0.021
H -2.292 2.271 -1.789
N 0.286 3.346 -2.113
N 0.316 1.966 -2.513
H 0.856 3.909 -2.736
H 0.680 3.411 -1.181
H 1.244 1.663 -2.805
H -0.296 1.875 -3.319
*
```

These are the Löwdin partial charges, in e, on atoms 1 to 4: 0.393, -0.062, -0.250, -0.321